No. 1
{"formula": "ClFHOPS", "method": "wB97M-V/def2-TZVPD", "elements": ["F", "P", "O", "H", "S", "Cl"], "xyz": [[-1.30036, 0.35193, 0.70448], [0.12113, -0.27586, 0.33920], [0.57588, 0.82759, -0.67045], [0.04602, 1.26602, -1.36096], [1.31502, -0.50959, 1.90132], [-0.75770, -1.66008, -0.91359]], "atomic_forces_ev_per_a": [[0.5781, -0.3252, 0.5405], [-1.0418, 0.8602, 1.1263], [1.1957, 0.5533, -0.5222], [-0.1003, -0.7089, 0.5821], [-1.5413, -0.2273, -2.3359], [0.9097, -0.1522, 0.6092]], "nbo_charge": [-0.5717, 1.7368, -1.0166, 0.5412, -0.4352, -0.2545], "relative_energy_ev": 0.382, "mol_weight_g_mol": 134.5, "gap_ha": 0.3607, "smiles": "O[P@](F)(=S)Cl", "lumo_ev": -0.22, "multiplicity": 1, "homo_energy_ev": -10.0, "total_energy_ev": -37430.280, "total_charge": 0}

=====

No. 2
{"formula": "C33H64ClN4O15S", "method": "wB97M-V/def2-TZVPD", "elements": ["H", "C", "H", "H", "H", "H", "H", "H", "H", "H", "H", "H", "H", "H", "C", "C", "N", "H", "C", "H", "H", "O", "O", "C", "H", "H", "C", "H", "C", "H", "C", "H", "H", "H", "C", "H", "C", "H", "H", "C", "H", "H", "C", "C", "N", "O", "H", "C", "C", "C", "C", "S", "H", "H", "C", "O", "O", "H", "C", "H", "O", "O", "H", "H", "N", "H", "Cl", "O", "H", "C", "H", "H", "C", "H", "C", "C", "H", "H", "O", "C", "H", "O", "H", "C", "O", "N", "H", "H", "O", "C", "H", "H", "H", "O", "C", "H", "H", "H", "H", "C", "H", "H", "C", "H", "O", "H", "C", "C", "H", "C", "H", "H", "H", "H", "H", "H", "O", "C"], "xyz": [[-1.04812, -1.25003, 3.84641], [2.18211, -2.53264, 3.50326], [1.83098, 7.66433, 5.75208], [3.29115, -1.38801, 0.53404], [0.58881, 6.48986, 6.21355], [0.65102, -2.13020, 0.04947], [1.89066, 2.47304, 3.29243], [2.41048, -2.06184, -4.03164], [1.23407, -11.31613, 0.35254], [1.08355, -5.78023, -0.95933], [-0.09860, -1.84948, -4.52683], [-0.93649, -0.09749, 1.87724], [-3.69071, 1.64939, -2.48555], [-2.46906, 4.87481, -3.65172], [3.63429, -1.93336, 1.40778], [-0.41160, 6.62385, -5.39819], [0.25971, -3.13543, 4.73453], [2.55144, -3.94517, -0.34820], [1.76643, 4.58161, 4.84084], [1.43730, 0.06251, -1.86984], [2.55104, -3.53316, 3.26931], [0.92073, 6.70134, -5.31269], [0.60231, 4.33683, 4.64755], [0.61740, -4.02149, 1.19991], [0.23930, 0.91748, -2.80334], [-1.47796, -8.70403, 3.35318], [2.37395, 2.42316, 4.26671], [-0.54686, -7.58821, 4.36547], [0.64760, 6.58125, -1.51407], [-2.61231, 5.17356, -5.38185], [-2.25615, 5.57924, -4.43810], [-2.50573, -0.93624, -2.60742], [-1.81653, -2.52884, -2.35621], [-2.75916, 6.51878, -4.21091], [1.51742, 7.59530, -6.25542], [-2.77532, 9.07140, 0.86550], [0.05442, -0.15958, 2.32457], [-3.21383, 7.92646, 2.14337], [-2.33255, 2.78122, -2.42671], [0.36164, 0.16388, -2.02198], [1.52860, 6.92989, -0.97701], [0.72622, -0.55069, 1.56199], [0.58296, -3.20431, -0.10802], [-0.75336, -4.07012, 4.48690], [3.07705, -0.30225, 3.06851], [-0.27115, -9.23184, 1.06402], [0.41741, -4.85204, -2.27270], [0.61551, -9.26534, 1.87740], [0.64308, -2.45164, 3.41187], [-2.95592, 2.18223, -3.08773], [-0.63648, -8.01196, 3.36689], [-1.74466, -2.73221, 1.77646], [3.26794, 1.81810, 4.18246], [0.86711, 5.61397, -1.95694], [-0.28981, -1.08200, -2.57901], [-3.59886, 3.07717, -3.99268], [-1.86924, 7.20023, 0.80421], [2.59010, 7.56772, -6.08393], [1.33651, -5.02395, -1.70429], [1.01875, -3.78509, 4.96232], [2.26912, 5.74798, 5.23601], [-0.35753, 8.60378, -0.12542], [1.15984, 8.61180, -6.10091], [-6.68043, 2.42880, -6.19908], [-1.66109, -4.35645, 5.35431], [3.36416, -2.71045, -2.01511], [-2.83367, -5.53122, 5.04687], [-0.83458, 5.76431, -4.46930], [-2.32148, 1.48028, -3.62828], [2.27795, -2.62254, -1.99210], [2.59390, -0.18095, 3.96099], [1.31288, 7.27183, -7.27451], [0.35582, -1.82281, -3.53352], [0.10529, -4.96512, 1.00774], [-5.82955, 2.93112, -6.65556], [1.73283, -3.70634, -1.03297], [0.38785, 0.84708, 2.55854], [-5.31080, 2.25852, -7.33614], [2.77844, 3.71979, 4.69302], [-0.00819, -1.06513, 3.57128], [-1.73252, -1.30328, -1.04206], [-4.93556, 3.42167, -5.65187], [1.52427, -3.55305, -3.86010], [-0.12344, -3.38644, 2.42270], [-0.45243, 6.39804, -0.61771], [-0.56218, -4.59256, 3.24511], [-0.32760, -3.49937, -0.62121], [2.11863, -5.39107, -2.36445], [0.58111, -8.69061, 3.08919], [-2.39389, 8.30684, 1.54005], [-6.18435, 3.79367, -7.21226], [3.47681, -3.00467, 1.30053], [-2.11370, -3.79330, 1.02374], [1.79185, -9.86577, 1.73836], [1.97365, -10.52845, 0.48143], [2.44866, -2.35171, 4.54636], [2.96453, -10.97255, 0.49842], [0.43288, -0.59950, 4.45151], [-1.51601, -4.80945, 2.93672], [-0.84315, 7.51105, 0.00634], [-0.79723, -7.20497, 2.65356], [-1.63439, 8.72633, 2.19786], [1.67207, -2.57930, -3.39709], [1.62763, -4.28613, 1.51827], [-4.61586, 1.29497, -4.94903], [2.08084, -1.65734, -1.52615], [-4.40777, 2.47807, -4.87483], [2.95817, -1.48938, 2.68619], [-0.16070, 0.56219, -1.14690], [1.29400, 6.77504, 5.43480], [1.70562, 1.97127, 5.00395], [4.70697, -1.82417, 1.56419], [0.76842, 6.99058, 4.50609], [1.91795, -9.81602, -0.33975], [0.38493, 7.27576, -2.30885], [-1.63594, -3.87872, 6.25178], [-1.10526, 7.22522, -6.17499], [-1.68642, -1.48078, -2.11621]], "atomic_forces_ev_per_a": [[-0.0211, 0.0469, 0.0234], [0.3621, 0.6284, -0.8553], [0.1588, -0.1143, -0.0195], [0.0883, 0.0623, -0.0289], [-0.0520, -0.0709, -0.0925], [-0.1634, 0.0256, 0.0200], [-0.0715, 0.0015, 0.0339], [0.1420, -0.3830, -0.1014], [-0.0789, 0.0995, -0.0237], [0.2205, -0.1128, -0.0120], [-0.8520, -1.6024, 0.4114], [0.0637, 0.1509, -0.0561], [-0.0073, -0.0901, -0.1081], [0.2463, 0.0179, 0.1143], [-0.0162, -0.6241, 0.8910], [0.0034, -0.0186, 0.0175], [-0.3146, -0.5663, 0.9966], [0.1610, 0.0420, -0.1401], [0.0203, 0.1199, 0.0177], [-0.0536, 0.1806, 0.1454], [-0.2167, -0.0757, -0.0626], [-0.0382, -0.0307, 0.0514], [0.1183, -0.0363, 0.0245], [-0.3510, 0.7667, 0.4446], [0.0549, 0.0613, 0.0050], [-0.0126, 0.0397, -0.1204], [0.0625, -0.1136, 0.0520], [0.1910, -0.1034, 0.0115], [0.2525, -0.0479, -0.1914], [-0.0055, 0.0984, -0.0262], [-0.0978, 0.2791, 0.0280], [-0.0547, 0.0778, 0.2606], [-0.1929, -0.1235, 0.2338], [0.0423, 0.0459, -0.1753], [0.1976, 0.1444, -0.1313], [0.1272, 0.0424, -0.0019], [-0.2436, -0.1710, 0.0382], [0.0449, -0.1662, -0.0801], [-0.0645, 0.1723, -0.1164], [-0.2571, -0.5195, 0.5611], [-0.0795, 0.1375, 0.0151], [0.0350, 0.0272, 0.0106], [1.0122, -1.2882, -0.2458], [2.3833, 0.4793, -1.7553], [-0.0187, 0.5311, 0.4275], [0.0488, 0.1052, 0.1209], [0.1279, -0.1287, -0.2447], [0.1270, -0.1423, -0.1092], [-1.1080, -0.8168, 1.7590], [0.1775, -0.1106, 0.2152], [-0.1718, 0.0198, 0.1478], [-0.1195, 0.7218, 0.3795], [0.1790, 0.2656, 0.0020], [-0.1916, -0.0580, 0.0730], [0.4547, -0.2701, -0.0594], [-0.2346, -0.3601, 0.0154], [0.0403, -0.0350, -0.0372], [-0.0442, -0.1246, 0.1373], [-0.4467, 0.5542, 0.1258], [0.2571, 0.5407, 0.5386], [0.0079, -0.0979, -0.0241], [-0.0393, -0.0950, 0.0315], [-0.1018, -0.0399, -0.0714], [0.0846, -0.0957, 0.0174], [-0.2356, -0.2164, 0.4692], [0.0170, -0.1561, -0.3479], [0.0193, 0.1337, 0.2191], [0.0572, 0.0388, -0.0138], [-0.1131, -0.0772, -0.0113], [-0.6465, -0.2676, 0.2621], [0.0837, 0.1730, -0.0113], [-0.1146, 0.0617, 0.0184], [0.0627, -0.1620, 0.4000], [0.0625, -0.0881, 0.0707], [-0.1982, 0.0029, -0.2438], [0.1681, 0.0966, 0.5127], [0.0132, 0.0091, 0.0864], [-0.0122, -0.0837, 0.0962], [-0.0797, 0.0346, 0.0471], [0.4478, 0.0837, -0.6054], [-0.0746, -0.0919, 0.0479], [0.0773, -0.0084, 0.0822], [-0.0205, -0.0939, 0.1632], [-0.0452, -1.6795, -2.4964], [-0.0426, -0.0271, 0.0425], [-2.2839, 1.2742, 1.3314], [-0.3697, 0.6947, -0.0017], [-0.0199, -0.1277, -0.0132], [0.0352, 0.0631, 0.0251], [-0.1666, 0.1237, 0.1616], [0.1171, 0.1025, 0.1238], [-0.0793, 0.0314, -0.4121], [0.4552, 0.0623, 0.1497], [-0.0736, 0.0937, 0.0832], [0.1387, -0.1880, -0.2382], [-0.1718, 0.1358, 0.0384], [0.0085, 0.0784, 0.1860], [0.1203, 0.0472, -0.0328], [0.4636, -0.9135, -0.6149], [-0.0180, -0.0433, -0.0179], [-0.0682, -0.1078, -0.1088], [0.0372, 0.0701, -0.1082], [0.9404, 2.3132, -0.7656], [0.0492, 0.0729, -0.1135], [0.0567, 0.1091, 0.0459], [0.1813, -0.0555, 0.0358], [-0.0751, 0.0127, -0.0692], [-0.1063, -0.8197, -0.5214], [0.3035, -0.1347, 0.2412], [-0.1124, 0.2746, 0.0638], [-0.1224, 0.0830, -0.0759], [0.0479, 0.3232, -0.2873], [-0.0630, -0.1065, 0.0251], [-0.1283, -0.0059, 0.0245], [0.0345, 0.0738, 0.0734], [-0.2427, -0.1744, -0.0266], [0.0810, -0.0576, 0.0647], [-0.1674, 1.1602, -1.5624]], "lowdin_charge": [0.0918, -0.0567, 0.0958, 0.0819, 0.0983, 0.0932, 0.0901, 0.1117, 0.1015, 0.0732, 0.1135, 0.0537, 0.0997, 0.0678, -0.0053, -0.6218, 0.1113, 0.0994, -0.6165, 0.0715, 0.1220, -0.0081, 0.1194, -0.1667, 0.0814, 0.1051, -0.0731, 0.0741, -0.0366, 0.0973, -0.0193, 0.0725, 0.0677, 0.1081, -0.0385, 0.0988, -0.0838, 0.0923, 0.0945, -0.0523, 0.0991, 0.0587, -0.1793, -0.4387, 0.1744, 0.1274, 0.0857, -0.6171, -0.3478, -0.0395, -0.0731, 0.9042, 0.0689, 0.0930, -0.3367, -0.0408, -0.0013, 0.0925, -0.0516, 0.1470, 0.0113, 0.1290, 0.0991, 0.0988, -0.2654, 0.1174, 0.8162, -0.0069, 0.0908, -0.1641, 0.0498, 0.0980, -0.0684, 0.1095, -0.0300, -0.3578, 0.0685, 0.0994, 0.0141, -0.1918, 0.0539, 0.0059, 0.1012, -0.5399, 0.0006, 0.0987, 0.0858, 0.0899, 0.0070, -0.0415, 0.0960, 0.0552, -0.0673, 0.0113, -0.0271, 0.1322, 0.0967, 0.1144, 0.0653, -0.6199, 0.0692, 0.0955, -0.1812, 0.1039, 0.1290, 0.0641, -0.6088, -0.3928, 0.0714, -0.0324, 0.0965, 0.0973, 0.0950, 0.0974, 0.0917, 0.1535, 0.1328, -0.0520], "mol_weight_g_mol": 824.4, "gap_ha": 0.2055, "lumo_ev": -3.66, "multiplicity": 1, "homo_energy_ev": -9.2, "total_energy_ev": -95278.774, "total_charge": 1}

=====

Result set for max |F|: 2.81, 3.01 eV/A, one per record in the order listed.